{
  "formula": "C35H89N19O11",
  "method": "wB97M-V/def2-TZVPD",
  "total_charge": 1,
  "e_homo_ev": [-9.61, -9.61],
  "gap_ev": [6.82, 2.61],
  "s_squared": 0.7544,
  "spin_multiplicity": 2,
  "symbols": ["C", "C", "C", "C", "C", "C", "N", "O", "C", "C", "C", "H", "H", "H", "H", "H", "H", "H", "H", "H", "H", "H", "H", "H", "H", "H", "H", "H", "H", "H", "C", "C", "C", "C", "C", "C", "N", "O", "C", "C", "C", "H", "H", "H", "H", "H", "H", "H", "H", "H", "H", "H", "H", "H", "H", "H", "H", "H", "H", "H", "C", "C", "C", "C", "C", "C", "N", "O", "C", "C", "C", "H", "H", "H", "H", "H", "H", "H", "H", "H", "H", "H", "H", "H", "H", "H", "H", "H", "H", "H", "C", "O", "N", "N", "H", "H", "H", "H", "C", "O", "N", "N", "H", "H", "H", "H", "C", "O", "N", "N", "H", "H", "H", "H", "C", "O", "N", "N", "H", "H", "H", "H", "C", "O", "N", "N", "H", "H", "H", "H", "C", "O", "N", "N", "H", "H", "H", "H", "C", "O", "N", "N", "H", "H", "H", "H", "C", "O", "N", "N", "H", "H", "H", "H"],
  "coordinates": [[18.267, -32.740, 19.936], [19.243, -33.877, 19.239], [20.553, -33.233, 19.394], [21.783, -34.158, 19.261], [21.636, -35.300, 20.178], [20.265, -36.021, 20.044], [19.146, -35.066, 20.044], [17.958, -35.767, 20.033], [20.298, -36.772, 18.707], [20.217, -36.872, 21.316], [18.879, -33.916, 17.755], [18.159, -32.713, 21.021], [17.248, -32.914, 19.590], [18.638, -31.746, 19.683], [20.638, -32.380, 18.721], [20.694, -32.852, 20.406], [22.713, -33.632, 19.475], [21.798, -34.438, 18.207], [21.758, -35.018, 21.224], [22.411, -36.050, 20.021], [19.299, -36.950, 18.310], [20.678, -36.286, 17.808], [20.706, -37.777, 18.817], [19.634, -37.785, 21.198], [21.162, -37.233, 21.724], [19.822, -36.393, 22.212], [19.324, -34.752, 17.216], [19.011, -33.000, 17.179], [17.832, -34.219, 17.743], [17.697, -35.668, 20.951], [16.798, -28.501, 27.175], [16.376, -28.773, 25.707], [17.691, -29.179, 24.895], [17.422, -29.894, 23.526], [16.503, -31.062, 23.762], [15.149, -30.736, 24.449], [15.412, -29.891, 25.731], [14.302, -29.724, 26.569], [14.387, -30.002, 23.400], [14.605, -32.121, 24.854], [15.740, -27.483, 25.122], [15.887, -28.290, 27.735], [17.386, -27.643, 27.502], [17.252, -29.419, 27.546], [18.313, -28.297, 24.746], [18.330, -29.910, 25.390], [18.328, -30.159, 22.981], [16.952, -29.194, 22.835], [17.101, -31.779, 24.324], [16.366, -31.545, 22.795], [13.473, -29.562, 23.799], [14.972, -29.150, 23.053], [14.168, -30.724, 22.613], [14.585, -32.803, 24.004], [15.348, -32.684, 25.419], [13.609, -32.092, 25.295], [16.436, -26.646, 25.072], [14.912, -27.289, 25.804], [15.298, -27.456, 24.126], [14.272, -30.582, 26.997], [15.471, -31.700, 16.116], [14.073, -31.098, 16.323], [13.046, -32.345, 16.282], [12.800, -33.020, 17.726], [12.350, -31.844, 18.714], [13.452, -30.732, 18.802], [13.908, -30.191, 17.518], [14.747, -29.108, 17.523], [12.724, -29.579, 19.530], [14.617, -31.175, 19.663], [13.595, -30.223, 15.162], [15.509, -32.131, 15.116], [15.655, -32.228, 17.052], [16.220, -30.910, 16.185], [12.057, -32.025, 15.952], [13.448, -33.052, 15.557], [13.706, -33.573, 17.977], [11.975, -33.731, 17.721], [12.205, -32.319, 19.684], [11.424, -31.433, 18.313], [12.382, -29.828, 20.535], [13.426, -28.792, 19.803], [11.844, -29.064, 19.144], [15.211, -31.860, 19.058], [15.231, -30.312, 19.919], [14.522, -31.786, 20.560], [13.383, -30.815, 14.271], [14.262, -29.381, 14.974], [12.627, -29.923, 15.563], [14.145, -28.380, 17.349], [21.117, -29.908, 26.220], [21.557, -30.765, 27.033], [21.059, -30.108, 24.981], [20.327, -28.924, 26.620], [21.260, -31.080, 24.797], [20.885, -29.388, 24.294], [20.385, -28.693, 27.602], [19.991, -28.227, 25.971], [11.470, -29.333, 28.800], [10.541, -29.053, 29.558], [12.673, -29.547, 29.300], [11.404, -29.457, 27.476], [12.748, -29.264, 30.267], [13.386, -29.297, 28.630], [12.279, -29.527, 26.977], [10.575, -29.153, 26.985], [17.101, -23.253, 26.273], [16.819, -23.787, 27.297], [17.225, -21.961, 26.220], [17.340, -23.917, 25.186], [17.145, -21.513, 27.122], [17.799, -21.557, 25.494], [17.026, -24.870, 25.301], [17.585, -23.378, 24.368], [11.609, -26.278, 24.569], [11.115, -26.258, 23.522], [11.400, -25.405, 25.489], [12.307, -27.256, 25.053], [10.978, -24.508, 25.296], [11.844, -25.421, 26.396], [12.299, -28.096, 24.491], [12.715, -27.149, 25.971], [17.942, -34.069, 26.813], [17.870, -34.328, 25.601], [18.325, -32.953, 27.357], [17.586, -34.971, 27.661], [18.500, -32.906, 28.350], [18.651, -32.189, 26.782], [17.981, -34.852, 28.583], [17.473, -35.911, 27.308], [19.859, -25.305, 29.094], [21.060, -25.444, 29.261], [19.101, -26.355, 28.955], [19.254, -24.204, 28.846], [18.151, -26.032, 28.834], [19.372, -27.278, 29.263], [19.909, -23.435, 28.866], [18.315, -24.010, 28.528], [16.352, -25.075, 21.765], [15.748, -26.125, 21.538], [17.584, -25.012, 22.187], [15.888, -23.940, 21.375], [17.874, -25.793, 22.759], [17.890, -24.066, 22.363], [16.468, -23.166, 21.664], [14.964, -23.830, 20.981], [19.581, -29.987, 30.204], [19.938, -28.974, 29.682], [18.648, -30.763, 29.807], [20.091, -30.433, 31.341], [18.331, -30.517, 28.880], [18.162, -31.416, 30.405], [19.703, -31.246, 31.798], [20.838, -29.933, 31.801]]
}



{
  "formula": "C45H31Br2N5O5SbZn",
  "method": "wB97M-V/def2-TZVPD",
  "total_charge": -1,
  "e_above_lowest_ev": 0.000,
  "e_homo_ev": -5.31,
  "gap_ev": 5.83,
  "symbols": ["Zn", "Br", "C", "C", "C", "Br", "C", "C", "C", "C", "N", "C", "C", "O", "H", "H", "H", "H", "O", "C", "O", "C", "C", "C", "N", "C", "C", "C", "O", "O", "H", "H", "H", "C", "C", "N", "C", "C", "C", "C", "C", "C", "C", "C", "N", "C", "N", "H", "H", "H", "H", "H", "H", "H", "H", "H", "C", "C", "C", "C", "C", "C", "Sb", "C", "C", "C", "C", "C", "C", "C", "C", "C", "C", "C", "C", "H", "H", "H", "H", "H", "H", "H", "H", "H", "H", "H", "H", "H", "H", "H"],
  "coordinates": [[1.836, 1.573, -0.480], [6.975, 1.036, 0.770], [5.461, 1.377, 1.823], [5.702, 1.356, 3.193], [4.665, 1.525, 4.102], [5.109, 1.642, 5.934], [3.307, 1.616, 3.620], [2.155, 1.570, 4.445], [0.915, 1.769, 3.898], [0.815, 1.995, 2.514], [1.850, 1.890, 1.697], [3.100, 1.661, 2.207], [4.159, 1.508, 1.218], [3.919, 1.460, -0.025], [6.683, 1.133, 3.542], [2.248, 1.317, 5.509], [-0.023, 1.673, 4.452], [-0.105, 2.316, 2.050], [1.277, 1.268, -6.862], [1.233, 2.515, -6.658], [0.927, 3.548, -7.269], [1.649, 2.607, -5.181], [2.758, 1.799, -4.733], [2.996, 1.704, -3.377], [2.159, 2.198, -2.441], [1.109, 2.914, -2.882], [0.879, 3.255, -4.235], [0.077, 3.196, -1.867], [-0.974, 3.785, -2.183], [0.289, 2.722, -0.659], [3.453, 1.252, -5.383], [3.858, 1.161, -3.029], [0.051, 3.899, -4.500], [0.360, -2.494, -0.434], [0.519, -1.115, -0.503], [1.734, -0.553, -0.518], [2.854, -1.305, -0.515], [2.768, -2.708, -0.476], [1.473, -3.325, -0.439], [4.000, -3.524, -0.532], [4.223, -4.744, 0.063], [3.452, -5.313, 1.163], [3.556, -6.672, 1.472], [2.930, -7.124, 2.611], [2.204, -6.326, 3.388], [2.056, -5.068, 2.959], [2.645, -4.537, 1.930], [-0.640, -2.945, -0.372], [-0.314, -0.417, -0.503], [3.820, -0.803, -0.555], [1.393, -4.407, -0.430], [4.781, -3.047, -1.117], [5.056, -5.359, -0.285], [4.146, -7.350, 0.819], [3.043, -8.134, 2.932], [1.358, -4.422, 3.485], [-7.784, 2.622, -0.520], [-6.945, 3.293, -1.394], [-5.545, 3.293, -1.209], [-4.983, 2.610, -0.115], [-5.823, 1.938, 0.761], [-7.202, 1.890, 0.526], [-2.832, 2.148, -0.272], [-2.878, 0.558, -1.718], [-3.835, -0.426, -1.521], [-4.005, -1.445, -2.502], [-3.242, -1.434, -3.659], [-2.252, -0.453, -3.821], [-2.141, 0.596, -2.918], [-2.744, 0.922, 1.552], [-2.470, -0.441, 1.510], [-2.346, -1.139, 2.709], [-2.442, -0.507, 3.963], [-2.721, 0.866, 3.981], [-2.859, 1.576, 2.792], [-8.878, 2.627, -0.704], [-7.332, 3.850, -2.289], [-4.926, 3.806, -1.928], [-5.437, 1.375, 1.620], [-7.834, 1.283, 1.173], [-4.422, -0.404, -0.620], [-4.793, -2.203, -2.330], [-3.418, -2.158, -4.472], [-1.620, -0.425, -4.692], [-1.480, 1.432, -3.141], [-2.312, -0.983, 0.557], [-2.166, -2.215, 2.687], [-2.372, -1.065, 4.888], [-2.893, 1.397, 4.917], [-2.994, 2.672, 2.840]]
}



{
  "formula": "C33H75F3O35P6",
  "method": "wB97M-V/def2-TZVPD",
  "e_homo_ev": -9.31,
  "smiles": "O=C1OC[C@@H](F)O1.O=C1OC[C@@H](F)O1.O=C1OC[C@@H](F)O1.COP(=O)(OC)OC.COP(=O)(OC)OC.COP(=O)(OC)OC.COP(=O)(OC)OC.COP(=O)(OC)OC.COP(=O)(OC)OC.CC(C)=O.CC(C)=O",
  "gap_ev": 9.62,
  "symbols": ["O", "C", "O", "C", "C", "F", "O", "H", "H", "H", "O", "C", "O", "C", "C", "F", "O", "H", "H", "H", "O", "C", "O", "C", "C", "F", "O", "H", "H", "H", "C", "O", "P", "O", "O", "C", "O", "C", "H", "H", "H", "H", "H", "H", "H", "H", "H", "C", "O", "P", "O", "O", "C", "O", "C", "H", "H", "H", "H", "H", "H", "H", "H", "H", "C", "O", "P", "O", "O", "C", "O", "C", "H", "H", "H", "H", "H", "H", "H", "H", "H", "C", "O", "P", "O", "O", "C", "O", "C", "H", "H", "H", "H", "H", "H", "H", "H", "H", "C", "O", "P", "O", "O", "C", "O", "C", "H", "H", "H", "H", "H", "H", "H", "H", "H", "C", "O", "P", "O", "O", "C", "O", "C", "H", "H", "H", "H", "H", "H", "H", "H", "H", "C", "C", "C", "O", "H", "H", "H", "H", "H", "H", "C", "C", "C", "O", "H", "H", "H", "H", "H", "H"],
  "coordinates": [[5.261, 5.074, -2.419], [5.717, 4.011, -2.226], [6.010, 3.551, -0.957], [6.761, 2.368, -1.072], [6.442, 1.884, -2.514], [5.483, 0.993, -2.501], [5.949, 3.012, -3.140], [7.846, 2.519, -0.845], [6.405, 1.632, -0.335], [7.333, 1.550, -3.080], [5.125, -6.577, -0.780], [4.664, -5.441, -0.903], [4.154, -4.823, -1.992], [3.720, -3.542, -1.621], [3.759, -3.522, -0.148], [2.424, -3.798, 0.371], [4.553, -4.569, 0.175], [4.434, -2.787, -1.999], [2.747, -3.342, -2.087], [4.005, -2.637, 0.407], [-1.773, -2.511, -2.836], [-1.196, -3.540, -2.772], [-1.387, -4.551, -3.592], [-0.546, -5.597, -3.225], [-0.034, -5.249, -1.802], [1.330, -5.303, -1.784], [-0.418, -3.939, -1.680], [-1.122, -6.507, -3.327], [0.346, -5.553, -3.913], [-0.399, -5.916, -1.025], [-2.827, -2.954, 1.620], [-4.236, -2.824, 1.777], [-4.972, -3.312, 3.150], [-4.368, -4.497, 3.691], [-5.022, -2.116, 4.180], [-5.782, -0.930, 3.803], [-6.432, -3.385, 2.602], [-6.819, -4.279, 1.585], [-2.634, -3.675, 0.823], [-2.345, -3.373, 2.510], [-2.254, -2.063, 1.329], [-6.832, -1.167, 3.553], [-5.274, -0.378, 2.997], [-5.746, -0.271, 4.685], [-7.922, -4.384, 1.661], [-6.273, -5.200, 1.693], [-6.564, -3.841, 0.594], [3.476, -2.402, 3.073], [3.949, -3.735, 3.107], [4.177, -4.410, 4.537], [4.879, -3.540, 5.533], [2.688, -4.748, 5.019], [2.424, -4.859, 6.428], [4.954, -5.755, 4.169], [4.360, -6.721, 3.305], [4.052, -1.799, 2.364], [3.659, -1.890, 4.072], [2.451, -2.315, 2.761], [2.978, -5.688, 6.855], [1.367, -5.107, 6.515], [2.700, -3.963, 6.945], [5.033, -7.000, 2.513], [3.438, -6.233, 2.883], [4.137, -7.594, 3.932], [2.844, 2.418, -1.882], [3.308, 1.974, -0.627], [3.026, 0.391, -0.289], [3.479, -0.558, -1.309], [1.472, 0.467, -0.236], [0.677, -0.834, -0.078], [3.542, 0.243, 1.173], [3.008, 1.224, 2.181], [3.567, 2.056, -2.675], [2.792, 3.521, -1.896], [1.829, 2.014, -2.064], [1.514, -1.507, 0.144], [0.178, -1.093, -1.000], [0.055, -0.539, 0.711], [1.933, 1.108, 2.228], [3.314, 2.251, 1.998], [3.597, 0.913, 3.053], [-1.547, 6.645, 1.468], [-0.891, 5.617, 2.262], [0.301, 4.713, 1.771], [0.382, 3.506, 2.602], [1.554, 5.673, 1.732], [2.740, 5.389, 0.993], [0.049, 4.308, 0.226], [-0.770, 3.161, -0.064], [-1.681, 6.298, 0.424], [-0.988, 7.584, 1.366], [-2.454, 6.877, 1.960], [3.513, 4.988, 1.640], [3.085, 6.284, 0.467], [2.588, 4.645, 0.229], [-0.813, 3.054, -1.132], [-1.755, 3.398, 0.330], [-0.347, 2.330, 0.510], [-2.401, 4.986, -5.582], [-1.133, 4.270, -5.495], [-0.354, 3.954, -4.178], [0.931, 3.271, -4.273], [-1.464, 3.139, -3.324], [-2.012, 1.913, -3.808], [-0.332, 5.339, -3.478], [0.777, 5.801, -2.691], [-2.883, 4.730, -6.564], [-2.184, 6.047, -5.626], [-3.082, 4.707, -4.772], [-2.018, 2.005, -4.912], [-3.044, 1.755, -3.496], [-1.457, 1.058, -3.372], [1.718, 5.654, -3.297], [0.833, 5.335, -1.680], [0.558, 6.858, -2.551], [-7.491, 2.888, -0.533], [-6.227, 2.372, -0.955], [-5.602, 1.111, -0.272], [-5.276, 1.269, 1.159], [-6.673, 0.025, -0.476], [-6.824, -1.116, 0.392], [-4.378, 0.834, -1.181], [-3.337, 0.022, -0.725], [-8.242, 2.419, -1.188], [-7.522, 3.920, -0.729], [-7.631, 2.676, 0.523], [-6.386, -0.961, 1.350], [-6.319, -1.991, -0.064], [-7.875, -1.188, 0.663], [-3.245, 0.027, 0.371], [-2.429, 0.522, -1.146], [-3.401, -0.947, -1.228], [-1.173, 0.967, 4.572], [-1.853, 0.799, 3.232], [-2.664, 1.975, 2.822], [-1.739, -0.231, 2.587], [-0.849, -0.033, 4.844], [-1.910, 1.333, 5.263], [-0.394, 1.766, 4.553], [-3.422, 2.189, 3.606], [-3.114, 1.964, 1.811], [-2.022, 2.886, 2.889], [3.254, -0.466, -4.688], [1.888, -1.095, -4.357], [0.881, -0.343, -3.582], [1.636, -2.216, -4.817], [3.227, 0.473, -5.237], [3.846, -1.210, -5.226], [3.699, -0.245, -3.741], [1.363, -0.003, -2.673], [-0.087, -0.817, -3.457], [0.721, 0.596, -4.118]]
}